Molecular formula: C40H80O24
Method: DFT, the ωB97M-V functional and the def2-TZVPD basis

HOMO-LUMO gap (eV): 10.7536
F_max (eV/A): 2.0
Energy (a.u.): -3377.992765
Total charge: 0
SMILES: CCOC(=O)OC.CCOC(=O)OC.CCOC(=O)OC.CCOC(=O)OC.CCOC(C)=O.CCOC(C)=O.CCOC(C)=O.CCOC(C)=O.CCOC(C)=O.CCOC(C)=O

Cartesian coordinates (Å):
C: 2.3086 6.2342 1.5983
C: 1.7323 4.8228 1.7323
O: 0.4085 4.7741 1.2134
C: 0.2978 4.4551 -0.0626
O: 1.1998 4.2885 -0.8121
O: -0.9757 4.3435 -0.3317
C: -1.3002 3.9700 -1.6798
H: 2.4082 6.4624 0.5326
H: 3.2983 6.3282 2.0479
H: 1.6687 6.9794 2.0667
H: 1.6467 4.6345 2.8066
H: 2.3969 4.0678 1.3220
H: -0.5552 4.3166 -2.3913
H: -2.2390 4.4625 -1.9313
H: -1.4510 2.8935 -1.7267
C: 2.4828 1.6337 -3.8500
C: 1.3826 0.7237 -3.3363
O: 0.3240 0.7931 -4.3205
C: -0.9564 0.8488 -3.9594
O: -1.3607 0.9312 -2.8217
O: -1.7660 0.8088 -5.0045
C: -1.2714 1.0183 -6.3153
H: 2.9667 1.2452 -4.7434
H: 3.1723 1.8644 -3.0433
H: 2.0074 2.5771 -4.1230
H: 1.0363 1.0501 -2.3640
H: 1.6872 -0.3219 -3.3179
H: -1.1437 2.0838 -6.5026
H: -1.9782 0.5914 -7.0188
H: -0.3149 0.5176 -6.4650
C: 3.5357 1.1635 1.3113
C: 3.2768 0.8153 2.7557
O: 4.5006 0.3571 3.3221
C: 4.3758 -0.5291 4.2830
O: 3.3691 -1.0532 4.6442
O: 5.5793 -0.7372 4.8089
C: 5.6522 -1.6838 5.8484
H: 2.6985 1.6252 0.7862
H: 3.8877 0.3029 0.7431
H: 4.3205 1.9228 1.1798
H: 2.4879 0.0624 2.7877
H: 2.8974 1.6717 3.3162
H: 5.2574 -2.6555 5.5525
H: 5.0751 -1.3345 6.7048
H: 6.6975 -1.7978 6.1096
C: -6.5469 -0.0957 7.1417
C: -5.5206 -1.1513 7.5000
O: -5.0961 -1.8041 6.3052
C: -3.8134 -1.7444 5.9489
O: -2.9534 -1.1142 6.4796
O: -3.6604 -2.4943 4.8775
C: -2.4691 -2.3415 4.1303
H: -7.2681 -0.4718 6.4199
H: -6.0194 0.7532 6.6961
H: -7.0584 0.2862 8.0246
H: -5.9888 -1.9067 8.1395
H: -4.7337 -0.7253 8.1177
H: -2.5305 -1.4154 3.5568
H: -2.3642 -3.1982 3.4747
H: -1.5749 -2.2929 4.7522
C: 0.9193 -2.7849 1.0950
C: 0.9150 -1.4329 0.4474
O: -0.2750 -0.7507 0.9146
C: -0.4312 0.5502 0.6903
C: -1.8059 1.0155 1.0124
O: 0.4043 1.2736 0.1964
H: 0.0086 -3.3666 0.9342
H: 1.0811 -2.7888 2.1763
H: 1.7832 -3.3489 0.7408
H: 1.7676 -0.9164 0.8997
H: 1.0263 -1.3691 -0.6310
H: -2.5227 0.5914 0.3024
H: -1.9558 2.0904 0.9216
H: -2.1448 0.7325 2.0035
C: 4.4671 -1.6466 -3.1718
C: 4.5368 -1.2230 -4.5997
O: 5.4931 -2.0567 -5.2872
C: 5.0109 -2.9793 -6.0922
C: 6.1087 -3.6963 -6.8058
O: 3.8676 -3.3066 -6.1039
H: 3.9650 -2.6092 -3.1313
H: 3.7829 -0.9926 -2.6194
H: 5.4544 -1.5851 -2.7319
H: 3.5936 -1.2222 -5.1424
H: 4.9582 -0.2206 -4.6994
H: 6.5874 -3.0243 -7.5206
H: 5.7210 -4.5499 -7.3496
H: 6.8488 -4.0232 -6.0789
C: 5.5351 -5.1529 1.0967
C: 5.4869 -6.3190 0.1259
O: 4.3664 -6.3009 -0.7552
C: 4.3312 -5.3575 -1.6866
C: 3.2427 -5.5612 -2.6906
O: 5.0818 -4.4285 -1.7255
H: 6.3456 -5.2889 1.8116
H: 4.5945 -5.0842 1.6455
H: 5.7048 -4.2151 0.5725
H: 6.4196 -6.3456 -0.4447
H: 5.4198 -7.2435 0.6944
H: 2.8840 -6.5929 -2.7023
H: 3.6014 -5.3313 -3.6905
H: 2.3806 -4.9345 -2.4615
C: -1.9819 -2.0600 -1.6679
C: -1.5653 -3.3231 -2.3807
O: -1.0399 -3.0231 -3.6803
C: 0.2493 -2.7276 -3.7568
C: 0.6483 -2.3977 -5.1575
O: 0.9608 -2.6990 -2.7940
H: -2.5216 -2.3342 -0.7523
H: -2.6209 -1.3733 -2.2135
H: -1.0909 -1.5196 -1.3361
H: -0.9410 -3.9805 -1.7709
H: -2.4232 -3.9875 -2.5405
H: 0.7319 -3.2795 -5.7910
H: 1.6191 -1.9080 -5.1050
H: 0.0013 -1.6987 -5.6862
C: -4.5925 3.2033 -0.2062
C: -4.6601 2.2133 -1.3671
O: -4.7989 2.8718 -2.6148
C: -6.0354 3.1418 -3.0068
C: -6.0517 3.8356 -4.3266
O: -7.0186 2.8134 -2.4096
H: -3.6018 3.6842 -0.1952
H: -4.6448 2.6955 0.7569
H: -5.2669 4.0514 -0.3117
H: -3.7877 1.5665 -1.3770
H: -5.5260 1.5678 -1.1970
H: -7.0251 3.6359 -4.7814
H: -5.3235 3.4101 -5.0123
H: -6.0157 4.9184 -4.2327
C: -6.3239 4.5687 5.1730
C: -5.7658 3.3476 4.4945
O: -4.3193 3.4051 4.5584
C: -3.6501 2.5074 3.8391
C: -2.1704 2.6578 4.0264
O: -4.1688 1.7006 3.1161
H: -5.9860 5.4798 4.6764
H: -6.0258 4.6267 6.2193
H: -7.4121 4.5619 5.1060
H: -6.1100 2.4363 4.9846
H: -6.0560 3.3277 3.4437
H: -1.9019 2.8724 5.0585
H: -1.8118 3.4581 3.3768
H: -1.6615 1.7367 3.7652